# 1
{"formula": "C22H52CrF9N5O10S2", "method": "ωB97M-V/def2-TZVPD", "spin_multiplicity": 4, "total_energy_ev": -126127.23643, "s2": 3.78, "gap_ev": [8.154, 8.159], "charge": -1, "lumo_energy_ev": [2.11, 2.12], "homo_energy_ev": [-6.04, -6.04], "max_force_ev_per_a": 5.83, "symbols": ["H", "F", "H", "H", "F", "C", "H", "H", "H", "C", "H", "H", "H", "O", "F", "O", "O", "H", "H", "O", "S", "H", "C", "H", "C", "H", "H", "C", "H", "C", "C", "H", "H", "N", "H", "H", "N", "C", "Cr", "H", "H", "H", "H", "H", "H", "C", "H", "H", "C", "H", "H", "H", "C", "H", "C", "H", "H", "H", "F", "C", "C", "C", "H", "S", "O", "H", "N", "H", "C", "N", "C", "F", "C", "H", "F", "F", "H", "F", "H", "O", "O", "H", "C", "H", "H", "O", "C", "H", "C", "C", "H", "N", "H", "H", "H", "H", "O", "O", "F", "H", "H"], "positions_angstrom": [[-0.91, 2.47, 5.77], [-3.54, 2.06, 2.89], [2.25, 2.83, 0.38], [-3.08, -2.41, -5.81], [-3.92, -4.58, 0.49], [-2.88, 0.90, 2.82], [-1.83, 1.14, 6.15], [1.98, -0.62, 3.46], [3.48, -2.39, -0.01], [-2.07, -1.46, -3.52], [2.15, 3.78, -1.17], [-0.32, 5.31, -6.04], [-0.31, 4.09, 1.78], [-4.84, 0.04, 1.03], [-1.57, 1.25, 2.79], [-2.91, 0.86, 0.02], [0.27, 0.76, 6.05], [3.35, -4.19, 2.05], [1.54, 1.35, -6.46], [2.21, 4.77, 0.54], [-3.64, -2.35, 2.16], [0.83, -1.03, -2.02], [-4.62, -3.58, 0.89], [2.66, 0.16, 4.77], [0.47, 0.52, 4.62], [-1.59, 3.37, -5.59], [-1.19, 2.65, 1.11], [-0.77, 3.63, 0.90], [-0.92, 1.98, 7.38], [0.41, -2.03, -2.02], [1.37, -2.96, -1.29], [3.88, -2.06, 3.54], [2.63, -1.61, 1.40], [-0.51, 1.52, -3.88], [3.76, 5.80, 1.26], [-2.83, -0.73, -3.81], [1.64, -1.59, 5.51], [2.61, -1.83, 0.33], [-0.71, -1.96, 0.74], [3.67, -1.41, 5.98], [-1.66, -0.15, -2.03], [0.34, -2.20, -3.10], [3.84, 4.07, 1.56], [0.73, 5.52, -7.36], [-0.27, 2.02, -3.04], [-2.35, -3.00, -5.27], [4.55, -3.24, 4.67], [0.83, 2.83, -4.61], [0.98, 1.02, -5.59], [-0.23, 4.44, -0.86], [4.05, 4.66, -0.19], [3.00, -2.88, 6.40], [-0.85, 1.57, 6.38], [0.51, 0.05, -5.77], [3.01, -2.17, 5.57], [2.37, -3.17, -1.65], [0.85, -3.92, -1.37], [-1.73, 4.09, 0.68], [-3.15, 0.17, 3.90], [-0.83, 2.77, -6.10], [1.76, 3.64, -0.17], [0.14, 3.55, -0.33], [1.50, -1.10, 6.39], [-3.35, 0.01, 1.09], [-0.13, 3.55, -7.02], [-2.47, -4.03, -5.60], [-0.22, 2.32, -1.03], [-1.20, 2.09, -0.93], [3.32, -4.59, 3.06], [-0.92, -2.19, -1.39], [0.48, 4.80, -6.58], [0.23, -2.28, 2.62], [-1.81, -1.23, -2.03], [-1.35, 1.94, -6.57], [-5.78, -3.93, 1.43], [-4.90, -2.77, -0.16], [0.01, 1.69, -0.27], [-1.13, -4.00, 0.73], [-1.34, -3.06, -1.69], [-2.37, -2.80, -3.82], [-2.76, -3.22, 2.95], [-1.40, -2.80, -5.76], [3.63, -2.75, 4.34], [1.81, 0.78, -4.93], [2.79, -5.55, 3.09], [2.64, -3.61, 3.81], [0.09, 2.13, -4.99], [-0.44, 0.01, 4.29], [1.77, -0.42, 4.51], [3.62, 4.82, 0.80], [4.31, -4.90, 3.37], [-2.54, -1.33, 1.21], [0.52, 1.49, 4.13], [2.66, -0.95, -0.31], [-1.20, -1.19, -4.12], [-2.77, -1.18, -1.52], [1.38, -2.58, 0.10], [-4.68, -1.73, 2.97], [-0.03, -0.04, 0.74], [-1.48, 1.78, -3.83], [1.39, 4.72, -6.00]], "mulliken_charge": [0.281, -0.271, 0.338, 0.367, -0.154, 0.567, 0.249, -0.376, 0.389, -0.683, 0.235, 0.322, 0.389, -0.629, -0.035, -0.519, -0.418, 0.109, 0.411, -0.351, 0.617, 0.154, 0.666, 0.635, -0.027, 0.454, -0.246, -0.857, 0.323, -0.384, -1.058, 0.277, -0.462, -0.068, 0.223, 0.659, -0.383, -0.418, 1.166, 0.513, -0.450, 0.491, 0.268, 0.267, -0.074, -0.940, 0.462, 0.175, -1.446, 0.469, 0.309, 0.439, -0.776, 0.189, -1.010, 0.442, 0.418, 0.274, -0.201, -0.830, -0.545, 0.371, 0.312, 0.372, -0.359, 0.330, -0.638, 0.218, -0.699, 1.082, -0.731, -0.504, 0.102, 0.339, -0.210, -0.254, -0.190, -0.615, 0.407, -0.332, -0.581, 0.318, -0.415, 0.358, 0.249, -0.186, 0.835, -0.182, -0.258, -0.678, 0.379, 0.003, 0.370, 0.340, -0.111, 0.017, 0.096, -0.515, -0.473, 0.245, 0.259]}


# 2
{"formula": "C22H54BNO16S4Si", "method": "ωB97M-V/def2-TZVPD", "spin_multiplicity": 1, "total_energy_ev": -109827.67559, "gap_ev": 9.124, "lumo_energy_ev": 0.31, "homo_energy_ev": -8.81, "max_force_ev_per_a": 9.40, "symbols": ["C", "H", "H", "H", "H", "C", "O", "C", "H", "C", "H", "H", "H", "H", "H", "C", "H", "H", "O", "O", "H", "H", "C", "C", "H", "H", "C", "H", "C", "H", "C", "H", "H", "H", "C", "O", "B", "C", "H", "H", "H", "H", "Si", "C", "H", "O", "O", "O", "H", "S", "H", "H", "O", "S", "H", "O", "C", "N", "H", "H", "H", "H", "O", "H", "C", "H", "C", "O", "C", "O", "H", "O", "O", "H", "H", "H", "H", "C", "H", "H", "S", "C", "H", "C", "H", "H", "O", "H", "H", "H", "H", "O", "C", "H", "H", "H", "S", "H", "C"], "positions_angstrom": [[-5.02, -0.07, 0.15], [-2.58, -4.43, 1.07], [-5.42, -0.95, 3.63], [-5.15, -1.05, -0.48], [7.49, -5.51, 4.63], [-4.46, -3.67, 2.12], [7.31, -2.96, 4.87], [-4.06, 2.17, -5.86], [4.52, -1.78, 6.68], [-3.36, -3.55, 0.91], [3.98, 5.83, -3.05], [-5.96, -3.23, 0.44], [6.25, -1.70, 7.18], [-4.80, 0.83, 3.63], [-5.98, 3.15, -6.05], [2.91, 6.71, -1.39], [-0.99, 7.25, -2.52], [-4.62, 4.25, -5.71], [-3.07, 0.73, -3.37], [-2.80, 2.38, -5.24], [1.23, -5.19, 1.16], [7.92, 1.13, -3.66], [-4.33, -0.27, 1.62], [-9.57, -3.34, 2.57], [-0.62, 2.11, -2.48], [-2.23, -1.53, -0.57], [-5.94, -3.93, 1.40], [-6.12, 0.34, 0.33], [-5.05, 3.26, -5.49], [-4.48, -2.77, 2.87], [3.11, 1.33, -3.47], [4.31, 7.55, -2.80], [7.16, -7.12, 5.28], [-5.29, 3.24, -4.43], [7.16, -6.05, 5.52], [5.56, -0.16, -2.45], [-0.58, -2.31, 1.49], [-0.41, 7.16, -3.45], [-4.46, 1.18, -5.61], [1.68, 2.38, -2.22], [7.90, -5.86, 6.31], [3.11, 7.44, -0.59], [-2.38, -1.89, 0.85], [0.97, -4.18, 1.74], [5.01, 6.33, -1.70], [0.63, 4.98, -2.43], [-8.43, -3.22, 1.63], [1.80, 6.11, -4.37], [2.68, 5.76, -0.90], [1.03, 6.17, -3.14], [-0.45, 1.38, -4.10], [-1.00, 6.66, -4.21], [5.79, -4.25, 6.40], [5.92, -3.07, 5.28], [-4.23, -4.64, 2.78], [5.86, 2.33, -2.09], [5.55, -1.70, 6.34], [-3.02, -0.58, 1.89], [3.34, 2.44, -1.62], [2.83, -2.73, 1.77], [2.99, 0.35, -2.98], [-6.92, -2.54, 3.00], [4.43, 1.49, -3.97], [3.21, -4.46, 2.52], [-0.90, 2.20, -3.53], [6.83, 0.40, -4.87], [5.78, -5.60, 5.96], [-10.78, -3.72, 2.09], [2.38, -3.62, 2.42], [1.77, 7.18, -2.10], [6.93, 2.19, -4.71], [0.36, -3.20, 0.79], [4.85, -3.21, 4.31], [-0.10, 8.14, -3.81], [-9.36, -3.06, 3.70], [-3.90, -3.75, -0.12], [-6.06, -5.06, 1.04], [-5.30, -0.01, 2.95], [5.04, -5.74, 5.16], [2.43, 1.34, -4.33], [5.68, 1.19, -2.96], [6.97, 1.23, -4.18], [-7.32, -4.40, 3.16], [-7.20, -3.51, 2.39], [0.13, -0.77, 2.53], [0.21, -4.43, 2.61], [-3.22, 3.22, -2.91], [2.89, 3.43, -3.00], [5.46, -6.21, 6.81], [-6.32, 0.42, 2.57], [-4.48, 0.80, -0.46], [-0.18, -1.69, 2.80], [4.12, 6.60, -2.28], [5.68, -0.78, 5.75], [-3.90, 2.19, -6.94], [-0.57, 3.16, -3.92], [-2.66, 2.09, -3.64], [2.16, -3.20, 3.52], [2.73, 2.46, -2.52]], "mulliken_charge": [-0.827, 0.290, 0.175, 0.224, 0.309, -0.339, -0.600, -0.316, 0.316, -0.706, 0.235, 0.165, 0.341, 0.310, 0.390, -0.245, 0.318, 0.242, -0.688, -0.307, 0.282, 0.376, 0.628, 0.240, 0.441, -0.186, -0.516, 0.351, -0.975, 0.157, -0.428, 0.288, 0.382, 0.295, -1.010, -0.637, 0.744, -1.051, 0.312, 0.261, 0.261, 0.311, -0.097, -0.166, 0.383, -0.584, -0.298, -0.630, 0.277, 1.275, 0.388, 0.374, -0.281, 1.084, 0.383, -0.593, -0.962, -0.346, 0.412, 0.187, 0.374, 0.129, -0.298, 0.256, -1.021, 0.316, -0.240, -0.499, -0.690, -0.329, 0.309, -0.553, -0.502, 0.357, 0.287, 0.388, 0.294, -0.910, 0.246, 0.214, 1.199, -0.940, 0.318, -0.234, 0.271, 0.190, -0.631, 0.170, 0.282, 0.271, 0.133, -0.470, -0.965, 0.364, 0.279, 0.281, 1.306, 0.177, -0.746]}


# 3
{"formula": "C22H54N3O5Si", "method": "ωB97M-V/def2-TZVPD", "spin_multiplicity": 1, "total_energy_ev": -46263.54208, "gap_ev": 7.107, "charge": 1, "lumo_energy_ev": -3.08, "homo_energy_ev": -10.19, "max_force_ev_per_a": 2.77, "symbols": ["H", "H", "C", "H", "H", "H", "H", "H", "H", "N", "C", "H", "H", "C", "H", "H", "C", "H", "C", "H", "H", "H", "H", "O", "H", "H", "C", "H", "H", "H", "C", "C", "C", "H", "N", "H", "C", "H", "H", "C", "H", "H", "H", "C", "H", "H", "H", "H", "C", "C", "H", "H", "H", "O", "H", "O", "C", "C", "Si", "H", "H", "C", "H", "H", "H", "C", "C", "C", "H", "H", "H", "H", "H", "H", "C", "H", "H", "H", "H", "H", "N", "O", "H", "O", "C"], "positions_angstrom": [[2.78, -3.44, -1.46], [1.59, -4.59, 4.54], [1.82, -7.74, 4.22], [1.47, -1.71, 0.23], [2.34, -8.69, 4.08], [0.05, -3.56, 2.10], [-0.10, -6.05, 3.49], [-2.63, 6.06, -1.71], [5.48, 0.67, 0.02], [5.36, -1.47, -0.73], [2.27, 0.81, 0.45], [1.12, 0.58, -2.86], [-2.06, 4.78, -3.73], [-5.85, 5.69, -2.60], [-3.42, 6.68, -3.15], [-4.59, 2.63, -2.82], [2.97, -2.27, -1.43], [-4.67, 5.02, -1.08], [-7.13, 5.42, -1.78], [2.55, -6.95, 4.39], [4.97, -3.11, -2.24], [1.74, 0.83, 1.52], [5.41, -2.11, 0.10], [3.22, 2.62, -1.20], [-1.40, -6.56, 5.41], [0.30, -3.38, 4.63], [2.64, -1.78, 0.10], [-4.30, 3.02, -1.09], [4.42, 0.33, -1.50], [0.61, -4.72, 0.18], [2.83, 2.32, 0.19], [1.73, 1.39, -3.45], [2.32, 4.54, -3.28], [-7.86, 4.64, 0.61], [-4.68, 5.81, -1.72], [-0.59, 2.25, -1.87], [0.14, 3.06, -1.38], [1.56, -6.09, 6.15], [0.03, -6.00, 1.29], [-7.02, 4.08, 0.18], [2.13, 3.19, 0.58], [1.63, -2.98, 2.64], [1.25, -7.55, 3.30], [0.66, -6.69, 6.03], [1.27, 1.68, -4.49], [-3.50, 1.64, -1.83], [3.10, -2.60, 0.83], [2.83, 0.95, -3.56], [4.54, -2.06, -1.89], [-3.41, 5.84, -2.45], [1.44, 0.44, -0.30], [-7.27, 6.18, -1.00], [-0.80, -5.10, 6.17], [0.93, -7.90, 5.32], [2.24, 5.44, -2.52], [-7.09, 4.09, -1.24], [3.41, -0.36, 0.53], [-0.53, -5.89, 5.47], [1.85, 2.94, -2.24], [0.38, -7.01, 7.05], [3.82, -0.49, 1.64], [-3.00, 4.56, -3.21], [-7.99, 5.46, -2.45], [-3.72, 4.28, -3.99], [-5.73, 4.87, -3.31], [0.96, -3.85, 2.63], [-3.85, 2.66, -2.01], [0.66, -4.25, 4.08], [2.22, -1.82, -2.23], [3.44, 4.43, -3.68], [6.36, -1.38, -1.09], [3.83, 2.42, 0.84], [1.61, 4.62, -4.21], [-0.33, 4.13, -1.57], [4.72, -0.12, -0.43], [4.54, -1.38, -2.85], [-6.08, 4.50, 0.53], [1.54, -6.21, 0.39], [-7.09, 3.04, 0.52], [0.13, 2.85, -0.23], [-0.36, -5.31, 4.13], [1.66, -4.91, 1.96], [-5.98, 6.62, -3.16], [-2.72, 3.46, -2.35], [0.91, -5.48, 0.90]], "mulliken_charge": [0.299, 0.207, -0.537, 0.385, 0.323, 0.435, 0.090, 0.371, 0.349, -0.062, -0.378, 0.129, 0.302, -0.201, 0.403, 0.320, -0.304, 0.088, -0.787, 0.264, 0.364, 0.244, 0.381, -0.526, 0.363, 0.381, -0.744, 0.253, 0.105, 0.324, -0.725, -0.687, -0.952, 0.346, -0.336, 0.079, -0.406, 0.328, 0.367, -0.725, 0.370, 0.216, 0.165, -0.471, 0.364, 0.292, 0.198, 0.106, -0.678, -0.697, 0.221, 0.402, 0.398, -0.422, 0.254, -0.343, 0.430, -0.676, 0.486, 0.359, 0.268, -0.611, 0.392, 0.434, 0.189, -0.619, -0.741, -0.292, 0.206, 0.257, 0.418, 0.329, 0.279, 0.015, -0.679, 0.266, 0.309, 0.236, 0.237, 0.331, -0.334, -0.345, 0.375, -0.248, -0.774]}